{"formula": "C26H25CaCl2N10O2S2", "method": "ωB97M-V/def2-TZVPD", "gap_ev": 7.5, "total_charge": 1, "e_lumo_ev": -2.58, "symbols": ["Ca", "Cl", "C", "C", "C", "N", "C", "O", "C", "C", "C", "C", "C", "N", "C", "C", "C", "Cl", "N", "C", "O", "C", "C", "C", "C", "C", "N", "H", "H", "H", "H", "H", "H", "H", "H", "H", "H", "N", "C", "N", "C", "C", "S", "C", "C", "S", "C", "N", "N", "H", "H", "H", "H", "H", "H", "N", "C", "C", "N", "H", "H", "H", "H", "H", "H", "H", "H", "H"], "xyz": [[-0.446, -0.094, 0.213], [6.365, -0.691, -1.787], [4.942, -0.360, -0.875], [3.697, -0.622, -1.420], [2.528, -0.363, -0.704], [1.297, -0.824, -1.153], [0.947, -0.823, -2.380], [1.491, -0.147, -3.388], [-0.189, -1.682, -2.777], [-0.082, -2.477, -3.918], [-1.137, -3.312, -4.242], [-2.259, -3.307, -3.428], [-2.272, -2.470, -2.320], [-1.261, -1.677, -1.991], [2.604, 0.220, 0.586], [3.877, 0.467, 1.120], [5.027, 0.180, 0.408], [6.562, 0.519, 1.109], [1.406, 0.510, 1.195], [1.362, 1.315, 2.263], [2.289, 1.900, 2.815], [-0.026, 1.527, 2.806], [-0.117, 2.036, 4.101], [-1.362, 2.285, 4.642], [-2.476, 2.048, 3.849], [-2.286, 1.567, 2.563], [-1.093, 1.293, 2.045], [3.639, -1.077, -2.398], [0.809, -2.443, -4.524], [-1.087, -3.944, -5.117], [-3.106, -3.933, -3.655], [-3.136, -2.440, -1.669], [3.974, 0.900, 2.103], [0.801, 2.229, 4.634], [-1.468, 2.661, 5.648], [-3.467, 2.240, 4.227], [-3.135, 1.406, 1.912], [1.515, -2.395, 2.279], [0.186, -2.396, 2.455], [-0.668, -1.774, 1.700], [-1.961, -1.986, 2.100], [-2.096, -2.806, 3.178], [-0.556, -3.330, 3.743], [-3.028, -1.323, 1.381], [-4.351, -1.325, 1.707], [-5.263, -0.396, 0.578], [-3.770, -0.059, -0.274], [-2.722, -0.593, 0.264], [-3.744, 0.716, -1.385], [1.897, -1.714, 1.636], [2.106, -2.746, 3.016], [-2.987, -3.125, 3.676], [-4.848, -1.791, 2.531], [-4.630, 0.932, -1.813], [-2.972, 0.532, -2.010], [2.374, 2.268, -2.596], [1.417, 3.312, -2.196], [0.576, 2.818, -1.013], [-0.411, 1.804, -1.407], [2.903, 2.591, -3.401], [2.013, 0.655, -3.068], [3.041, 2.125, -1.840], [0.776, 3.525, -3.059], [1.925, 4.241, -1.909], [0.055, 3.657, -0.543], [1.255, 2.392, -0.269], [-0.015, 1.290, -2.190], [-1.233, 2.283, -1.771]], "atomic_forces_ev_per_a": [[-1.37, 0.18, -1.69], [0.01, -0.08, -0.15], [-0.01, 0.17, 0.10], [-0.10, -0.07, 0.23], [1.39, 0.33, 0.41], [-0.13, -0.49, -0.55], [0.50, 0.15, -0.25], [-0.15, -0.53, 0.02], [-0.26, -0.44, -0.79], [-0.01, 0.18, 0.17], [-0.08, 0.10, 0.14], [0.13, 0.08, -0.03], [-0.26, -0.23, -0.10], [0.42, 0.33, 0.15], [0.77, 0.15, -0.55], [0.09, 0.01, 0.06], [-0.05, -0.11, -0.29], [0.01, 0.01, 0.10], [0.72, 0.17, 0.63], [0.33, 0.10, 0.14], [-0.10, 0.08, 0.18], [0.16, 0.55, 0.82], [0.01, -0.08, -0.12], [-0.03, -0.11, -0.23], [0.09, -0.02, -0.05], [-0.46, 0.17, 0.20], [0.10, 0.21, 0.30], [0.05, -0.06, -0.06], [0.09, 0.06, -0.05], [0.00, -0.04, -0.02], [-0.10, -0.04, 0.06], [-0.03, 0.00, 0.07], [-0.06, 0.00, -0.10], [0.03, 0.00, 0.03], [0.00, 0.04, 0.08], [-0.13, 0.00, -0.08], [-0.07, -0.03, 0.02], [0.27, -0.02, -0.05], [-0.17, -0.70, 0.80], [0.19, -0.50, 0.18], [-0.12, -0.90, 1.13], [0.11, 0.31, -0.34], [0.13, 0.32, -0.44], [-1.39, -0.14, 0.36], [0.31, 0.06, -0.17], [0.59, 0.02, -0.22], [-0.91, -0.21, 0.51], [-0.40, 0.14, -0.22], [0.05, 0.26, -0.33], [0.06, -0.10, 0.20], [0.01, 0.10, -0.18], [-0.27, -0.06, 0.09], [-0.05, -0.15, 0.25], [0.17, -0.02, -0.09], [-0.11, 0.01, -0.06], [0.25, 0.01, -0.04], [-0.20, 0.14, 0.26], [0.38, 0.47, -0.29], [-0.32, 0.13, -0.31], [0.08, -0.01, 0.08], [-0.15, 0.20, 0.14], [0.07, 0.02, -0.07], [0.03, 0.05, 0.16], [-0.05, -0.11, -0.08], [0.08, -0.14, -0.04], [-0.10, 0.08, 0.02], [-0.13, 0.12, -0.15], [0.10, -0.13, 0.07]], "lowdin_charge": [1.3180, 0.6932, -0.6933, -0.0525, -0.2432, 0.0573, -0.3943, 0.0772, -0.2012, 0.0209, -0.0309, -0.0321, -0.1180, 0.0912, -0.2638, -0.0239, -0.6813, 0.7057, -0.0850, -0.4866, 0.0472, -0.1873, 0.0196, -0.0302, -0.0329, -0.1226, 0.0233, 0.1194, 0.1253, 0.1191, 0.1121, 0.1076, 0.1023, 0.1223, 0.1160, 0.1101, 0.0953, 0.1414, -0.6603, -0.0457, -0.3479, -0.3345, 1.0861, -0.3621, -0.3334, 1.0800, -0.7113, -0.0573, 0.1154, 0.0769, 0.1126, 0.0742, 0.0765, 0.1028, 0.0848, 0.0157, -0.2179, -0.2314, -0.0440, 0.1088, 0.0704, 0.0953, 0.1213, 0.1199, 0.1283, 0.0935, 0.0498, 0.0878]}

***

{"formula": "C26H25ClN2O6S", "method": "ωB97M-V/def2-TZVPD", "de_lowest_kcal_mol": 6.3, "gap_ev": 8.5, "smiles": "C=CCN(c1ccccc1)S(=O)(=O)c1ccc(Cl)c(C(=O)OCC(=O)c2[nH]c(C)c(C(C)=O)c2C)c1", "e_lumo_ev": -0.04, "symbols": ["C", "C", "C", "N", "C", "C", "C", "C", "C", "C", "S", "O", "O", "C", "C", "C", "C", "Cl", "C", "C", "O", "O", "C", "C", "O", "C", "N", "C", "C", "C", "C", "C", "O", "C", "C", "C", "H", "H", "H", "H", "H", "H", "H", "H", "H", "H", "H", "H", "H", "H", "H", "H", "H", "H", "H", "H", "H", "H", "H", "H", "H"], "xyz": [[5.173, 2.528, -2.286], [3.931, 2.192, -1.994], [3.323, 0.856, -2.298], [2.610, 0.303, -1.162], [3.280, -0.053, 0.015], [4.665, -0.207, 0.043], [5.307, -0.555, 1.218], [4.589, -0.756, 2.383], [3.214, -0.599, 2.360], [2.561, -0.244, 1.194], [0.987, -0.027, -1.354], [0.683, 0.095, -2.751], [0.665, -1.284, -0.741], [0.106, 1.314, -0.539], [0.748, 2.328, 0.150], [0.002, 3.368, 0.672], [-1.381, 3.388, 0.522], [-2.248, 4.706, 1.184], [-2.035, 2.354, -0.158], [-3.524, 2.251, -0.214], [-4.300, 2.913, 0.423], [-3.893, 1.258, -1.030], [-5.221, 0.758, -0.945], [-5.125, -0.770, -0.990], [-5.891, -1.429, -1.665], [-3.972, -1.342, -0.323], [-3.377, -2.443, -0.904], [-2.218, -2.742, -0.296], [-1.327, -3.797, -0.834], [-2.055, -1.843, 0.761], [-0.898, -1.664, 1.641], [-0.019, -2.860, 1.887], [-0.649, -0.584, 2.143], [-3.174, -0.966, 0.751], [-3.477, 0.008, 1.832], [-1.261, 1.326, -0.698], [5.563, 3.508, -2.072], [5.849, 1.841, -2.768], [3.265, 2.899, -1.518], [2.567, 0.967, -3.081], [4.081, 0.155, -2.662], [5.252, -0.055, -0.847], [6.381, -0.669, 1.217], [5.095, -1.028, 3.297], [2.633, -0.741, 3.258], [1.491, -0.128, 1.208], [1.817, 2.303, 0.290], [0.482, 4.170, 1.209], [-5.703, 1.121, -0.030], [-5.804, 1.099, -1.806], [-3.753, -2.889, -1.726], [-1.736, -4.196, -1.760], [-0.349, -3.362, -1.033], [-1.204, -4.615, -0.127], [-0.604, -3.769, 1.997], [0.583, -2.689, 2.776], [0.648, -2.957, 1.034], [-3.455, -0.511, 2.791], [-2.713, 0.781, 1.881], [-4.454, 0.464, 1.712], [-1.730, 0.520, -1.237]], "atomic_forces_ev_per_a": [[0.01, 0.09, -0.02], [-0.03, -0.14, 0.04], [0.04, 0.24, -0.52], [-1.06, -0.13, -0.31], [0.24, -0.26, 0.81], [-0.13, 0.05, -0.27], [0.00, -0.02, 0.08], [0.07, -0.02, 0.03], [-0.04, 0.03, 0.00], [0.13, 0.02, 0.07], [-0.06, 0.08, -0.30], [0.08, 0.22, 0.00], [0.17, 0.28, 0.23], [0.48, -0.33, -0.20], [0.02, -0.02, 0.01], [-0.17, -0.01, -0.02], [0.11, -0.35, -0.18], [0.09, 0.40, 0.20], [0.23, -0.06, 0.01], [-0.17, 0.35, 0.25], [0.04, -0.21, -0.17], [0.07, -0.04, -0.33], [-0.50, -0.03, 0.01], [-0.13, 0.38, -0.07], [0.08, 0.10, 0.01], [0.41, -0.24, 0.62], [-0.06, 0.03, -0.17], [0.08, 0.05, 0.27], [0.11, -0.04, -0.01], [-0.40, 0.09, -0.33], [0.08, -0.39, -0.03], [0.13, 0.20, 0.16], [0.01, 0.08, 0.15], [-0.26, -0.32, -0.36], [0.03, 0.24, -0.05], [-0.20, 0.01, 0.02], [0.02, 0.21, 0.04], [0.12, -0.23, -0.07], [-0.05, 0.16, 0.06], [0.32, -0.02, -0.02], [-0.09, 0.02, 0.02], [0.05, 0.03, -0.10], [0.08, 0.00, -0.01], [0.04, -0.02, 0.08], [-0.08, -0.01, 0.09], [-0.09, -0.01, 0.19], [0.11, 0.04, 0.02], [0.03, 0.07, 0.04], [0.07, -0.09, -0.12], [0.10, -0.09, 0.15], [0.07, 0.01, 0.05], [0.03, -0.06, -0.06], [0.03, -0.12, -0.08], [0.01, -0.07, 0.00], [-0.03, -0.12, -0.01], [0.02, 0.01, 0.03], [0.10, -0.12, -0.08], [-0.02, 0.05, 0.04], [-0.05, 0.04, 0.10], [-0.08, 0.04, 0.04], [-0.18, -0.05, -0.03]], "lowdin_charge": [0.0166, -0.1582, -0.1926, -0.1706, -0.2431, -0.0171, -0.0795, -0.0918, -0.0647, -0.0389, 0.7182, -0.2656, -0.2619, -0.2288, -0.0357, -0.0670, -0.5743, 0.7852, -0.1133, -0.4755, 0.0833, -0.0042, -0.0544, -0.3034, 0.0955, -0.1372, 0.1536, -0.2197, -0.0037, -0.0809, -0.4046, 0.0012, 0.0673, -0.1419, -0.0017, 0.0193, 0.0561, 0.0622, 0.0986, 0.1132, 0.1290, 0.0981, 0.1045, 0.1005, 0.1081, 0.0725, 0.1081, 0.1108, 0.1344, 0.1462, 0.1697, 0.0851, 0.0675, 0.0841, 0.0837, 0.0852, 0.0768, 0.1023, 0.0795, 0.0807, 0.1332]}